Entry 1:
Below is a structure of composition C20H50AsF6O17, with properties calculated with the ωB97M-V functional and the def2-TZVPD basis.

Results
charge: -1
2S+1: 1

CARTESIAN COORDINATES (ANGSTROEM)
As: 12.452680 -9.565774 13.687624
F: 11.602117 -8.051110 13.571472
F: 13.135655 -9.015898 15.208970
F: 13.376693 -11.020989 13.920417
F: 11.826031 -10.104715 12.191311
F: 13.881199 -8.836686 12.989539
F: 11.085726 -10.195703 14.599952
C: 14.469882 -13.890239 11.770374
O: 14.835919 -12.713275 12.476017
H: 15.162221 -14.192336 10.988117
H: 14.379237 -14.669891 12.531450
H: 13.491998 -13.712369 11.312722
H: 14.315685 -12.623867 13.280635
C: 16.591531 -10.813950 14.912055
O: 17.224808 -11.940948 14.355178
H: 15.594744 -11.097281 15.263768
H: 17.165133 -10.372607 15.726014
H: 16.455065 -9.957503 14.240623
H: 16.716791 -12.295178 13.614660
C: 15.959999 -8.077494 16.972248
O: 17.083822 -7.680360 16.216556
H: 16.064366 -9.081305 17.391360
H: 15.756510 -7.405900 17.817481
H: 15.035690 -8.034250 16.397984
H: 17.773870 -7.368044 16.805087
C: 11.278939 -11.123733 18.012376
O: 12.520186 -11.302464 17.372100
H: 11.301328 -10.296576 18.730858
H: 10.484614 -10.913461 17.287735
H: 11.005187 -12.039863 18.534329
H: 12.600517 -10.669127 16.653748
C: 10.922037 -14.855743 11.726572
O: 10.854793 -13.453332 11.860358
H: 10.347204 -15.130905 10.841622
H: 11.958300 -15.166931 11.590140
H: 10.397480 -15.326984 12.563523
H: 11.119895 -13.055669 12.696418
C: 9.698100 -13.197630 15.228265
O: 11.107681 -13.029603 15.069328
H: 9.492245 -14.247391 15.021928
H: 9.417495 -12.965485 16.258740
H: 9.124579 -12.582476 14.532067
H: 11.257433 -12.073466 15.014611
C: 7.876789 -7.588392 12.917299
O: 8.025776 -8.974384 13.221569
H: 7.835779 -7.020161 13.850305
H: 8.679064 -7.252171 12.258315
H: 6.928669 -7.466695 12.397697
H: 8.904997 -9.110232 13.586609
C: 12.143214 -5.133117 15.198336
O: 10.978581 -5.408515 14.456987
H: 12.619578 -4.185546 14.968945
H: 12.014457 -5.206558 16.288423
H: 12.841029 -5.966703 15.022429
H: 10.855713 -6.356366 14.359788
C: 16.559977 -10.778283 9.863337
C: 15.354837 -11.156257 9.028003
C: 13.944067 -11.041455 9.660487
O: 13.234492 -10.282145 8.686460
C: 14.064818 -9.799462 7.739944
O: 13.720192 -9.017115 6.910125
O: 15.293997 -10.314173 7.870163
H: 17.474729 -11.036175 9.330081
H: 16.580764 -11.341801 10.798998
H: 16.545327 -9.707145 10.073145
H: 15.551709 -12.186657 8.707525
H: 14.117082 -10.472085 10.573762
H: 13.525675 -12.033571 9.762400
C: 12.909971 -4.085300 10.738707
C: 12.723162 -5.425745 10.074843
C: 11.687480 -6.392851 10.697208
O: 10.731067 -6.546942 9.659048
C: 11.041951 -5.826703 8.576284
O: 10.378030 -5.748053 7.589420
O: 12.243232 -5.216212 8.724772
H: 12.004822 -3.470525 10.719908
H: 13.728427 -3.487721 10.347599
H: 13.064312 -4.253283 11.812862
H: 13.688413 -5.920612 9.949068
H: 11.290560 -5.899967 11.585596
H: 12.181220 -7.328857 10.938501
C: 18.225256 -5.908117 13.356338
C: 18.028232 -6.943612 12.280347
C: 16.680705 -7.672733 12.341718
O: 16.153039 -7.502162 10.985187
C: 16.918725 -6.624064 10.294204
O: 16.669233 -6.238579 9.197399
O: 18.003958 -6.280272 11.011458
H: 19.222882 -5.466259 13.316550
H: 18.184459 -6.358101 14.350630
H: 17.470784 -5.128623 13.266345
H: 18.807207 -7.709102 12.262460
H: 15.946354 -7.129995 12.933601
H: 16.741356 -8.743934 12.478181

Force components x, y, z for each atom (eV/Å):
1.4 1.0 0.8
-0.2 0.0 -0.2
-0.4 -0.1 0.4
-0.7 -0.3 0.0
0.0 0.0 0.2
-0.5 -0.1 -0.6
0.2 -0.2 -0.3
-1.1 0.1 1.0
1.2 0.2 -0.6
0.4 0.4 0.2
0.0 -0.5 -0.5
0.0 -0.3 -0.1
-0.3 0.0 -0.2
-0.9 0.4 0.0
0.8 0.0 -0.1
0.0 0.2 0.2
0.3 -0.6 0.1
0.0 -0.3 -0.4
-0.3 0.2 0.1
-0.7 0.1 1.0
0.0 0.1 -0.4
0.1 -0.1 -0.2
0.3 0.0 0.0
0.3 -0.2 -0.5
0.0 -0.1 0.1
-0.3 0.3 -0.3
0.2 -0.2 0.2
0.0 0.0 0.0
0.0 0.0 0.0
0.2 -0.1 0.0
0.0 0.2 -0.1
-0.4 0.6 0.6
-0.3 0.7 -1.0
0.1 0.2 -0.1
-0.1 -0.5 0.3
0.5 -0.3 0.1
0.1 -0.8 0.4
0.5 -0.2 0.0
-0.4 0.3 -0.5
-0.1 0.0 0.1
-0.2 0.0 0.0
0.0 0.0 0.0
0.2 -0.2 0.1
0.1 -0.5 0.2
-0.2 0.0 -0.1
0.1 0.3 -0.2
0.0 0.2 0.1
0.0 -0.1 0.0
0.1 0.0 0.0
0.7 -2.0 0.6
-0.5 1.0 -0.1
-0.3 0.1 -0.4
-0.5 0.4 -0.1
0.3 0.5 -0.2
0.3 -0.1 0.1
-0.1 0.2 0.2
0.5 -0.9 -0.1
1.9 0.5 -0.6
-0.3 0.0 0.4
-0.6 0.4 -0.1
0.2 -0.2 0.0
0.2 -0.1 0.1
0.0 0.2 -0.1
-0.2 0.0 0.0
0.0 -0.1 0.1
-0.3 0.1 -0.4
-0.9 -0.2 0.3
-0.5 0.2 0.4
-0.5 0.1 1.1
0.6 0.0 -0.9
1.1 1.1 -0.3
-0.6 -0.3 0.6
0.7 0.2 -0.6
-0.1 0.0 0.2
-0.6 -0.2 0.4
-0.1 -0.2 -0.3
0.1 -0.2 -0.2
0.3 0.0 -0.1
0.0 0.0 0.2
-0.5 -0.4 0.0
-0.4 -0.2 0.1
0.6 -0.2 0.5
-0.2 -0.4 0.2
-0.7 1.0 -1.5
0.4 0.2 0.0
-0.3 -0.6 0.1
0.1 0.2 0.0
0.2 0.1 -0.1
-0.1 0.1 -0.4
-0.4 -0.1 -0.1
0.0 0.0 0.1
0.3 0.3 0.0
0.2 -0.6 0.7
-0.1 0.0 0.6

Entry 2:
Below is a cluster of 10 separate species, C20H50Cl15O20P5 in total, with properties calculated with the ωB97M-V functional and the def2-TZVPD basis.

Results
2S+1: 1

CARTESIAN COORDINATES (ANGSTROEM)
C: -2.433940 8.923844 1.315856
O: -1.459760 9.937564 0.911596
P: -0.001610 9.682884 0.359506
O: 0.109240 8.670434 -0.715344
O: 0.555500 11.164824 -0.013204
C: 0.254010 11.797074 -1.246624
O: 0.814640 9.282224 1.680106
C: 0.814850 10.194734 2.782376
H: -3.332080 8.978214 0.700636
H: -2.481770 9.002244 2.401986
H: -2.030750 7.931074 1.115976
H: -0.337550 11.214044 -1.952484
H: 1.149230 11.973204 -1.842984
H: -0.235960 12.734804 -0.984544
H: -0.136360 10.681504 2.997706
H: 1.625070 10.901874 2.604606
H: 0.904600 9.598064 3.690136
C: -5.044170 -0.838526 -4.814174
O: -5.593840 -2.054896 -4.367024
P: -7.038250 -2.012666 -3.554954
O: -7.336970 -3.320486 -2.821614
O: -8.147870 -1.549866 -4.744154
C: -9.464270 -1.128436 -4.338844
O: -6.974520 -0.520666 -2.741194
C: -6.273890 -0.563566 -1.549384
H: -5.746870 -0.022156 -4.981044
H: -4.655080 -1.090006 -5.800824
H: -4.462810 -0.529946 -3.945324
H: -9.614390 -1.305256 -3.273804
H: -10.194390 -1.640246 -4.965794
H: -9.689100 -0.100416 -4.622984
H: -5.863000 -1.559116 -1.381654
H: -6.797370 -0.322446 -0.624214
H: -5.457620 0.158594 -1.566844
C: 7.849770 0.802284 -9.008954
O: 8.999110 1.341324 -8.413044
P: 9.172760 1.565954 -6.817434
O: 10.332070 2.457094 -6.460984
O: 9.094280 0.081144 -6.131814
C: 9.792280 -1.060566 -6.629064
O: 7.804990 2.275354 -6.342994
C: 6.712760 1.533824 -5.908524
H: 8.130650 0.120774 -9.811914
H: 7.342170 1.582494 -9.576164
H: 7.064640 0.404754 -8.365804
H: 10.847650 -0.870466 -6.824404
H: 9.365030 -1.371726 -7.582344
H: 9.611890 -1.930856 -5.998064
H: 6.803630 0.450264 -5.832744
H: 5.873790 1.863064 -6.521574
H: 6.273500 1.772544 -4.939944
C: -4.707750 -12.175366 5.584246
O: -5.108850 -11.348456 4.508686
P: -6.540270 -10.521616 4.599896
O: -6.951150 -9.972616 3.311776
O: -7.597560 -11.452956 5.345116
C: -8.105720 -12.571306 4.632286
O: -6.191130 -9.422606 5.820866
C: -5.315210 -8.307546 5.632876
H: -5.546820 -12.850236 5.753376
H: -4.659320 -11.476416 6.419246
H: -3.865670 -12.843596 5.404046
H: -7.289130 -12.896926 3.987896
H: -8.974230 -12.237856 4.064296
H: -8.289660 -13.280436 5.439386
H: -4.263520 -8.581836 5.550246
H: -5.334980 -7.529706 6.396206
H: -5.499050 -7.727336 4.728626
C: 0.792660 -0.658576 -0.563694
O: 0.090830 0.323704 0.170916
P: 0.492800 0.566224 1.742766
O: -0.450880 1.412974 2.468116
O: 0.624480 -0.954636 2.387266
C: -0.522830 -1.761596 2.895526
O: 2.054710 1.107584 1.753296
C: 2.280890 2.508644 1.634836
H: 0.146390 -1.178506 -1.270864
H: 1.371580 -1.413066 -0.031074
H: 1.420810 -0.123926 -1.276214
H: -0.387520 -2.794476 2.574626
H: -1.510360 -1.365956 2.658146
H: -0.388220 -1.756346 3.977176
H: 1.464020 3.185994 1.883906
H: 2.503930 2.731014 0.591326
H: 3.083670 2.921494 2.245736
Cl: 7.766070 10.863684 5.978236
C: 8.523960 9.701084 4.982606
Cl: 7.401640 8.409464 4.713896
Cl: 10.122060 9.149834 5.491806
H: 8.535360 10.215714 4.021816
Cl: 1.252540 -6.353316 -7.706214
C: 1.413920 -4.689266 -8.340174
Cl: 2.357650 -4.823096 -9.850654
Cl: 2.196730 -3.658966 -7.059894
H: 0.410240 -4.284046 -8.468644
Cl: -7.002830 3.427224 6.136756
C: -5.360470 2.957154 5.754846
Cl: -4.829770 1.506894 6.765756
Cl: -4.196730 4.224644 5.718316
H: -5.521340 2.590304 4.741116
Cl: 7.325810 -4.258906 1.306376
C: 5.761510 -3.722746 0.558716
Cl: 5.183650 -4.884496 -0.690334
Cl: 5.892150 -2.078126 -0.205444
H: 4.971320 -3.680666 1.308336
Cl: 4.799080 -0.150956 6.611496
C: 4.427550 -0.610226 8.293646
Cl: 5.847970 -0.927426 9.210166
Cl: 3.367410 -2.035066 8.362316
H: 4.033650 0.271814 8.798606

Force components x, y, z for each atom (eV/Å):
1.7 -0.5 -0.3
-0.9 0.5 -0.2
0.6 -0.7 -0.9
-0.1 0.9 1.0
-0.4 -1.7 0.9
-0.1 0.3 -0.7
-0.5 0.5 -0.7
0.0 -0.3 0.6
-0.1 0.6 0.5
-0.8 0.2 -0.2
0.2 -0.1 -0.1
-0.5 -0.3 0.5
0.4 0.2 0.5
0.0 0.0 -0.3
-0.2 0.3 -0.9
-0.2 0.1 0.5
0.8 -0.1 -0.1
-0.3 0.6 0.0
-3.6 -1.0 1.5
-0.9 -0.4 -0.9
0.9 3.9 -1.6
2.0 -0.5 1.8
-0.3 -0.2 -0.4
-1.3 -2.5 -1.8
1.7 -0.2 1.7
-0.5 -0.3 0.0
1.0 0.4 0.5
1.1 0.4 -0.9
-0.3 0.1 -0.2
0.1 -0.7 0.4
0.8 0.4 0.4
0.2 0.0 0.1
-0.9 0.0 -0.4
0.2 0.0 -0.3
-1.1 0.4 -1.4
0.8 0.0 1.6
1.5 1.4 0.6
-2.0 -2.3 -1.0
-0.1 1.3 -0.4
-0.2 -0.3 -1.1
1.6 -0.9 0.2
-2.7 -0.2 0.3
0.2 -0.5 0.5
0.0 0.4 0.2
0.5 -0.3 0.4
0.0 0.0 0.5
-0.1 0.2 -0.3
0.2 0.5 0.5
0.4 0.1 -0.7
-0.1 -0.6 -0.6
1.0 0.7 0.6
-1.7 0.1 0.8
-1.4 0.7 -1.5
2.1 1.2 1.6
0.2 -0.2 0.2
1.2 1.8 0.6
0.5 0.1 0.1
-0.7 -1.1 -1.0
0.8 0.6 -1.1
0.0 -0.2 0.5
0.7 -0.7 0.5
0.3 0.9 -0.4
-0.4 -0.6 -0.3
0.0 -0.5 0.0
-0.4 -0.3 -0.6
0.0 -0.6 0.1
-0.7 -0.7 0.7
-0.5 -0.4 -0.3
0.6 0.0 -2.0
0.2 0.0 2.2
0.5 -1.4 0.4
0.0 0.1 -0.5
-0.3 1.2 -1.0
1.2 0.8 0.4
-1.8 -1.1 0.4
-0.1 1.4 -0.8
-0.7 -0.1 0.5
-0.1 0.4 0.5
0.6 0.0 0.3
0.0 0.3 -0.4
0.3 0.1 -0.3
-0.2 0.1 0.0
-0.7 -0.7 0.2
0.2 -0.1 0.0
0.3 -1.0 0.2
-0.2 1.1 1.6
0.0 0.3 -1.5
-0.4 -1.3 0.0
-0.4 0.2 0.0
0.9 -0.3 0.1
-0.2 0.4 0.0
0.6 -0.5 0.8
-0.5 0.6 0.6
-0.3 -0.5 -1.0
0.4 -0.1 -0.4
-0.2 0.4 0.7
-0.5 -1.8 -0.6
-0.3 1.2 -0.6
0.2 0.3 0.3
0.8 -0.2 0.2
-1.2 0.5 -0.6
0.2 0.1 -0.7
0.4 0.4 0.6
0.1 -1.0 0.7
0.5 0.1 0.0
-0.2 -0.2 0.4
-0.3 0.4 -0.2
1.3 -0.4 0.4
-0.1 0.6 -0.1
-0.7 -0.4 -0.4

Entry 3:
Below is a structure of composition C20H50MgNO2P2Si4Te, with properties calculated with the ωB97M-V functional and the def2-TZVPD basis.

Results
charge: +1
2S+1: 1

CARTESIAN COORDINATES (ANGSTROEM)
Mg: 2.786746 1.402587 -1.868760
P: 2.925334 1.509259 0.822141
C: 4.737698 1.182438 0.649600
C: 5.070218 0.140199 -0.403430
N: 4.208609 -0.103266 -1.424077
C: 4.328801 -1.251891 -2.134382
C: 5.495665 -2.006618 -2.059304
C: 6.493692 -1.626047 -1.162860
C: 6.271852 -0.548765 -0.302843
C: 3.184780 -1.752410 -2.999729
P: 1.783895 -0.567963 -3.223553
H: 6.984442 -0.230149 0.469017
H: 5.574914 -2.876010 -2.714646
H: 7.435285 -2.168293 -1.133258
H: 3.579932 -2.019697 -3.992555
H: 2.754257 -2.656635 -2.532472
H: 5.220183 2.113153 0.418739
H: 5.083033 0.822159 1.628522
H: 4.221268 5.624090 -3.138271
O: 5.101949 5.883312 -2.866550
H: 5.566390 5.035996 -2.760847
H: -1.432926 1.626046 -0.503044
O: 0.956025 2.103381 -1.453183
H: 0.561239 2.830107 -1.966382
C: 1.995789 -0.165086 -4.991408
H: 2.247191 -1.067495 -5.565674
H: 1.059075 0.280242 -5.353516
H: 2.793556 0.583465 -5.095744
C: 0.346864 -1.703052 -3.278092
H: -0.567687 -1.106514 -3.139339
H: 0.309655 -2.232354 -4.244504
H: 0.411169 -2.429488 -2.455092
C: 2.582538 0.593195 2.375618
H: 3.151137 1.050965 3.200465
H: 1.502929 0.640917 2.571624
H: 2.872622 -0.459141 2.244985
C: 2.929766 3.233029 1.429588
H: 1.878732 3.559668 1.451896
H: 3.369528 3.288039 2.435688
H: 3.480961 3.871813 0.724120
C: -1.552992 1.949545 3.365439
Si: -2.994711 1.542095 2.226900
C: -4.541815 1.155709 3.220143
C: -3.322547 2.999015 1.079705
Si: -2.541841 -0.409941 1.026697
Te: -0.390379 0.362940 -0.059080
Si: -2.320916 -2.312546 2.352889
C: -4.074696 -2.779457 2.842661
C: -1.505950 -3.695716 1.379664
C: -1.281696 -1.893573 3.860552
Si: -3.878656 -0.715278 -0.846443
C: -5.639122 -0.619913 -0.198380
C: -3.601802 0.603076 -2.159937
C: -3.512050 -2.402269 -1.587417
H: -1.828684 2.869529 3.903773
H: -0.619656 2.142278 2.819239
H: -1.365226 1.159598 4.104721
H: -4.782239 2.076576 3.772596
H: -5.396778 0.894274 2.582456
H: -4.382717 0.343160 3.941301
H: -2.427035 3.316657 0.530929
H: -4.120379 2.792283 0.352712
H: -3.642647 3.834847 1.722220
H: -4.704880 -3.010586 1.973474
H: -3.989624 -3.683833 3.463845
H: -4.571986 -1.995404 3.428558
H: -0.515403 -3.401981 1.007474
H: -1.373762 -4.541018 2.071709
H: -2.106526 -4.030847 0.524835
H: -0.271047 -1.562192 3.585533
H: -1.736729 -1.116494 4.488206
H: -1.192007 -2.817920 4.451299
H: -5.872517 0.362480 0.233491
H: -6.295858 -0.788052 -1.064846
H: -5.852926 -1.387358 0.556558
H: -2.569706 0.627052 -2.530484
H: -4.264217 0.359839 -3.004543
H: -3.854409 1.609224 -1.801612
H: -2.470946 -2.501248 -1.922302
H: -3.723868 -3.221530 -0.888331
H: -4.166161 -2.516205 -2.464691

Force components x, y, z for each atom (eV/Å):
-2.8 -0.4 1.4
0.3 0.2 0.0
-0.3 -0.6 0.2
0.5 0.1 -0.2
-0.2 -0.5 0.6
0.5 0.2 -0.1
-0.1 0.1 0.2
0.1 0.2 -0.2
-0.1 -0.3 0.1
0.1 0.1 -0.2
0.3 -0.4 -0.4
-0.3 -0.4 -0.4
0.2 0.2 0.4
-0.2 0.0 0.0
-0.1 -0.2 0.4
0.4 0.3 -0.2
0.4 0.6 0.0
0.4 0.2 -0.4
-0.3 0.1 -0.1
0.4 -0.7 0.2
0.0 0.5 -0.1
0.8 -0.5 0.0
1.9 1.3 -1.6
0.0 -0.4 0.3
-0.1 0.2 -0.2
-0.2 0.3 0.0
0.3 -0.1 -0.1
-0.2 -0.2 -0.2
-0.3 0.1 0.1
0.3 -0.3 0.0
0.1 0.2 0.3
-0.1 0.3 -0.2
-0.2 -0.1 -0.2
-0.2 -0.2 -0.2
0.3 0.0 0.0
-0.1 0.2 0.1
-0.2 0.0 0.0
0.4 0.0 0.1
-0.1 0.2 -0.3
-0.2 -0.1 0.3
-0.1 0.3 0.2
-0.1 -0.7 -0.3
0.0 0.5 0.2
-0.1 0.1 0.2
0.4 0.1 -0.1
-0.8 0.0 0.2
-0.2 0.7 -0.4
0.2 -0.3 0.2
0.1 -0.2 0.2
0.0 -0.3 0.1
0.2 0.1 0.7
-0.2 -0.1 -0.5
-0.2 0.0 -0.2
-0.2 -0.1 -0.3
0.2 -0.2 0.0
-0.3 -0.1 0.0
-0.1 0.2 -0.2
-0.2 -0.3 0.1
0.2 0.1 0.1
0.0 0.2 -0.1
-0.2 -0.1 0.1
0.2 0.0 0.2
0.0 -0.1 -0.3
0.2 0.0 0.2
-0.3 0.1 -0.1
0.2 -0.2 -0.1
-0.2 0.0 0.1
0.0 0.0 -0.3
0.1 0.1 0.2
-0.2 -0.1 0.0
0.0 -0.2 -0.1
0.1 0.3 0.1
0.1 -0.2 -0.2
-0.2 0.1 0.3
0.1 0.1 -0.2
-0.2 -0.1 0.1
0.1 0.2 0.1
0.0 -0.2 -0.1
-0.2 0.1 0.1
0.0 0.2 -0.2
0.2 -0.2 0.1

Looking at HOMO level for the records above, in order, we have -8.00, -10.50, -9.32 eV.
Looking at max |F| for the records above, in order, we have 2.2, 4.3, 3.1 eV Å⁻¹.